(1)
91
Properties=species:S:1:pos:R:3:forces:R:3:lowdin_charge:R:1 method="wB97M-V/def2-TZVPD" homo_ev=-10.55 total_energy_ha=-6243.98288 total_charge=+1
C -1.8870 -2.4228 -2.8360 -1.0 0.4 1.6 -0.064
C -1.3175 -2.2520 -1.2692 1.4 -3.6 0.2 -0.273
N -0.8580 -3.4300 -0.7334 -1.8 5.5 -1.1 0.127
C -1.4243 -0.8051 -0.4483 -0.8 -1.0 0.0 -0.139
C -0.0419 0.1308 -0.5834 -1.3 -3.3 -4.1 -0.356
C 1.2789 -0.7415 -0.1758 1.2 -0.3 0.7 -0.160
C 1.2365 -1.4928 1.3009 1.1 0.1 0.9 -0.161
C 2.1763 -2.8772 1.2954 0.7 0.3 0.7 -0.118
F 1.4253 -4.0926 1.6889 1.3 2.7 -1.1 -0.128
C -0.1099 0.4028 -2.2335 1.4 0.7 0.7 -0.339
P 0.9791 -0.5785 -3.4475 -2.3 -1.5 -3.8 0.759
N 0.1337 -0.6700 -4.8634 1.8 1.0 1.5 -0.314
C 0.5726 1.8873 -2.3628 -1.1 -2.7 -1.4 -0.214
C -0.0658 2.7072 -1.1013 3.0 0.8 -4.0 -0.505
C 0.8880 3.9949 -0.9829 -0.3 2.1 -0.1 -0.718
I 3.0397 3.7198 -0.7053 0.0 -3.0 -2.6 0.797
C 0.4267 5.1931 0.0532 -0.4 0.4 -0.4 -0.696
C -0.0771 6.5770 -0.7126 -0.3 0.4 0.8 -0.164
I 2.2504 5.8332 1.1735 -2.3 1.8 1.8 0.824
P -1.6607 3.4316 -1.8883 -7.0 -0.9 -2.3 0.747
N -2.7684 2.2860 -2.3218 2.1 2.1 1.9 -0.194
O -1.3826 4.3128 -3.3893 1.9 -1.5 3.1 -0.188
O -2.5527 4.5384 -0.8610 2.3 -0.1 -2.5 -0.257
N -0.1560 1.5920 -0.0495 -0.5 0.9 1.1 -0.506
Br -1.8373 1.8146 0.8639 -1.4 0.6 -0.3 1.060
P 0.7990 1.8463 1.4919 -1.5 -2.6 6.8 0.758
O -0.0154 1.0988 2.6703 3.7 2.1 -4.4 -0.519
H -2.5051 -1.4510 -3.0933 1.5 -1.9 0.1 0.084
H -2.6855 -3.3041 -2.7839 2.0 1.8 -0.1 0.110
H -1.0381 -2.6730 -3.6005 -1.7 0.7 1.5 0.055
H -0.5899 -3.2550 0.2548 0.0 -0.2 -0.5 0.021
H -2.3569 -0.2990 -0.9994 2.2 -0.7 1.6 0.112
H -1.6601 -1.1047 0.6651 0.4 0.8 -2.2 0.114
H 1.5142 -1.6577 -0.9047 -1.2 2.4 1.1 0.099
H 2.2472 -0.0480 -0.2554 -2.0 -1.4 0.2 0.120
H 1.7539 -0.8038 2.1277 -1.4 -1.4 -1.8 0.103
H 0.1589 -1.7107 1.6980 2.1 0.3 -0.9 0.112
H 2.7273 -3.0455 0.2690 -1.5 0.0 1.9 0.129
H 3.0468 -2.7463 2.1006 -2.1 -0.4 -1.7 0.137
H -1.1696 0.2625 -2.7303 2.1 0.7 1.2 0.103
H 1.1702 -1.9744 -3.0410 0.2 1.3 0.5 0.015
H 2.2386 0.0254 -3.7920 -0.2 -0.3 1.3 0.030
H 0.6938 -0.2473 -5.6415 -0.7 -0.5 0.9 -0.028
H 1.7061 1.6169 -2.4101 -1.8 1.5 1.0 0.060
H 0.3300 2.1717 -3.4667 0.1 0.3 2.1 0.137
H 0.8389 4.5310 -2.0537 0.1 -1.6 2.3 0.094
H -0.4044 4.7840 0.7805 1.8 1.0 -1.3 0.084
H 0.5237 7.5072 -0.2872 -1.3 -2.1 -1.1 0.064
H -1.1977 6.7434 -0.4155 2.2 -0.3 -0.8 0.084
H 0.0458 6.5498 -1.8748 -0.2 -0.1 2.2 0.092
H -3.6734 2.4750 -1.8044 1.5 -0.2 -0.8 0.017
H -0.4654 4.1638 -3.7487 -1.2 0.3 0.3 0.070
H -2.8416 5.3323 -1.4146 0.6 -1.4 0.9 0.106
H 2.1600 1.3898 1.3819 -1.0 0.3 -0.5 0.024
H 0.8396 3.2165 1.9157 0.0 -0.4 -1.3 0.016
F -4.4841 -7.5162 3.8770 -0.1 0.0 0.1 0.068
C -3.4143 -7.0706 3.2051 0.8 0.3 -0.5 -0.286
C -2.6946 -7.9500 2.4036 0.0 0.0 0.0 -0.009
C -1.5837 -7.4853 1.6997 -0.2 0.4 0.3 -0.076
C -1.1980 -6.1474 1.8140 0.0 0.0 -0.1 -0.103
C -1.9239 -5.2737 2.6250 -0.1 -0.5 -0.1 -0.090
C -3.0412 -5.7361 3.3198 -0.1 0.0 0.0 -0.018
H -3.0042 -8.9877 2.3336 0.0 0.1 0.0 0.119
H -1.0190 -8.1630 1.0643 -0.1 0.1 0.2 0.096
H -0.3288 -5.7864 1.2683 -0.2 -0.1 0.1 0.075
H -1.6193 -4.2338 2.7156 -0.1 -0.2 0.0 0.092
H -3.6220 -5.0685 3.9476 0.0 -0.1 0.0 0.115
F 0.3684 9.8646 3.0354 -0.1 0.1 -0.3 0.061
C 0.8926 9.3011 4.1318 0.5 -0.4 1.0 -0.288
C 1.3689 7.9961 4.0693 -0.1 0.1 0.0 -0.061
C 1.9195 7.4107 5.2094 -0.2 0.5 0.1 -0.087
C 1.9777 8.1339 6.4033 0.0 -0.1 0.0 -0.093
C 1.4924 9.4413 6.4572 0.0 -0.3 -0.3 -0.075
C 0.9521 10.0302 5.3143 0.0 0.0 -0.1 -0.011
H 1.3077 7.4470 3.1354 -0.1 0.2 0.3 -0.023
H 2.3018 6.3938 5.1689 -0.1 0.1 0.0 0.099
H 2.4032 7.6753 7.2934 -0.1 0.1 -0.2 0.103
H 1.5350 10.0007 7.3886 0.0 -0.1 -0.2 0.109
H 0.5785 11.0486 5.3361 0.0 -0.1 0.0 0.119
F 1.6537 -6.3619 -5.8122 0.1 0.1 -0.2 0.064
C 1.2623 -6.6692 -4.5684 -0.3 -0.2 0.9 -0.289
C 1.3283 -7.9895 -4.1369 0.0 0.0 -0.1 -0.015
C 0.9257 -8.3092 -2.8403 -0.1 0.5 0.0 -0.076
C 0.4509 -7.3055 -1.9923 0.1 -0.1 -0.1 -0.088
C 0.3837 -5.9841 -2.4364 0.1 -0.3 -0.1 -0.085
C 0.7969 -5.6631 -3.7292 0.0 -0.1 0.0 -0.023
H 1.6920 -8.7570 -4.8124 0.0 0.1 0.0 0.118
H 0.9807 -9.3372 -2.4908 0.0 0.2 -0.1 0.107
H 0.1328 -7.5560 -0.9826 0.1 0.1 -0.2 0.082
H 0.0099 -5.2053 -1.7760 0.1 -0.2 -0.2 0.052
H 0.7598 -4.6397 -4.0876 0.0 -0.1 -0.1 0.097

(2)
87
Properties=species:S:1:pos:R:3:forces:R:3:lowdin_charge:R:1 method="wB97M-V/def2-TZVPD" homo_ev=-10.77 total_energy_ha=-6294.25480 total_charge=+1
Sc 0.0164 -0.1640 0.0149 0.3 -0.1 -0.1 0.808
C 3.2601 -0.4525 -0.0113 -0.1 0.0 0.1 -0.059
O 2.0227 0.2637 0.2001 0.5 -0.1 0.0 -0.419
Si 1.9376 2.0172 0.3767 -0.4 -0.2 0.0 0.375
C 2.7268 2.3748 2.0162 0.1 0.1 0.2 -0.137
C 3.0509 2.7358 -0.9136 0.1 0.0 -0.2 -0.147
C 0.1149 2.0816 0.1701 0.0 0.1 -0.1 -0.493
Si -0.7599 3.0426 1.5181 0.1 -0.1 0.1 0.399
C -2.6247 2.8714 1.4884 -0.1 0.0 0.0 -0.155
C -0.2310 2.4494 3.2346 0.0 0.0 0.1 -0.156
C -0.3628 4.8613 1.3716 0.0 0.1 0.0 -0.166
Si -0.4085 2.5065 -1.5786 0.0 -0.1 0.1 0.382
C -2.2617 2.6309 -1.7659 -0.2 0.0 0.0 -0.160
C 0.1023 0.9924 -2.6121 0.1 0.2 0.2 -0.165
C 0.3040 4.0448 -2.3462 0.1 0.1 -0.1 -0.152
H 3.7973 -0.0095 -0.8479 0.0 0.0 0.0 0.095
H 3.0169 -1.4852 -0.2421 0.0 0.0 0.0 0.070
H 3.8682 -0.3963 0.8906 0.0 0.0 0.0 0.100
H 3.8087 2.4431 1.8793 0.0 0.0 0.0 0.050
H 2.5285 1.6128 2.7717 0.1 0.0 0.0 0.035
H 2.3844 3.3329 2.4188 0.1 -0.1 0.0 0.047
H 4.0944 2.5063 -0.6825 0.0 0.0 0.0 0.049
H 2.9455 3.8250 -0.9049 0.1 -0.1 0.0 0.054
H 2.8373 2.3879 -1.9268 0.0 0.0 0.1 0.038
H -2.9612 1.8609 1.2471 0.0 0.0 0.0 0.014
H -3.0910 3.5573 0.7799 0.0 0.0 0.0 0.032
H -3.0092 3.1153 2.4837 0.0 0.0 0.0 0.049
H 0.6047 1.7486 3.2162 -0.1 0.0 0.1 -0.007
H -1.0650 1.9824 3.7647 0.0 0.0 0.0 0.029
H 0.0948 3.2960 3.8470 0.0 -0.1 0.0 0.055
H -0.7587 5.2655 0.4350 0.0 0.0 0.1 0.027
H 0.7180 5.0397 1.3811 -0.1 0.0 0.0 0.035
H -0.8045 5.4351 2.1918 0.0 0.0 0.0 0.044
H -2.8089 1.8978 -1.1700 0.0 0.0 0.0 0.011
H -2.5305 2.4928 -2.8176 0.0 0.0 0.0 0.050
H -2.6130 3.6218 -1.4669 0.0 -0.1 0.0 0.043
H -0.2703 0.0455 -2.1901 -0.1 -0.2 -0.4 -0.058
H 1.1869 0.8947 -2.7125 0.0 -0.1 0.0 0.047
H -0.3263 1.0142 -3.6155 0.0 0.0 0.0 0.066
H 0.1161 4.9108 -1.7047 0.0 0.0 -0.1 0.036
H -0.1882 4.2306 -3.3059 0.0 0.0 0.0 0.049
H 1.3767 3.9869 -2.5268 -0.1 0.0 0.0 0.017
C -3.0208 -1.0053 -0.8694 0.0 0.0 0.1 -0.003
O -2.1153 -0.6164 0.1973 -0.2 0.0 0.3 -0.224
C -2.5970 -0.7033 1.4950 -0.1 0.0 -0.1 -0.212
C -3.9359 -0.7348 1.8165 -0.1 0.0 0.0 -0.040
C -4.2983 -0.7550 3.1584 0.0 0.0 0.0 -0.656
Br -6.1255 -0.7739 3.6000 0.0 0.0 0.0 0.823
C -3.3505 -0.7500 4.1612 0.0 0.0 0.0 -0.036
C -1.9992 -0.7362 3.8280 0.1 0.0 0.2 -0.071
C -1.6413 -0.7106 2.4941 0.3 0.0 0.1 -0.154
O -0.2956 -0.6302 2.0976 -0.5 -0.1 -0.1 -0.033
C -0.9776 -0.6397 4.8843 -0.1 0.0 0.0 -0.289
N -1.1045 0.0789 5.9480 0.0 0.0 0.1 0.210
C 0.1113 -0.0422 6.6216 -0.1 0.0 0.1 -0.210
C 0.5100 0.5193 7.8324 0.0 0.0 0.0 0.000
C 1.7752 0.2154 8.2902 0.0 0.0 0.0 -0.072
C 2.6354 -0.6267 7.5664 0.0 0.0 0.0 -0.074
C 2.2577 -1.1822 6.3589 0.0 0.0 0.0 -0.017
C 0.9827 -0.8624 5.9075 0.0 0.0 -0.1 -0.187
N 0.2862 -1.2122 4.7463 0.2 0.0 -0.1 0.140
H -3.7648 -0.2255 -1.0134 0.0 0.0 0.0 0.104
H -3.4828 -1.9547 -0.6095 0.0 0.0 0.0 0.121
H -2.4080 -1.1289 -1.7546 0.0 0.0 0.0 0.079
H -4.7010 -0.7275 1.0544 0.0 0.0 0.0 0.119
H -3.6336 -0.7448 5.2043 0.0 0.0 0.0 0.126
H 0.2430 -0.4191 2.8882 0.1 0.0 -0.1 0.112
H -0.1606 1.1613 8.3880 0.0 0.0 0.0 0.119
H 2.1157 0.6282 9.2303 0.0 0.0 0.0 0.109
H 3.6177 -0.8448 7.9642 0.0 0.0 0.0 0.109
H 2.9226 -1.8307 5.8021 0.0 0.0 0.0 0.112
H 0.4574 -2.0736 4.2486 -0.1 -0.1 0.1 0.166
O -0.7253 -8.3057 1.8464 0.1 0.1 0.1 0.122
C -0.2950 -8.0302 0.5953 -0.3 0.0 -0.1 -0.477
O -0.0770 -8.9212 -0.1714 0.1 0.0 0.0 0.138
C -0.1780 -6.5823 0.2119 0.1 -0.1 0.0 -0.134
C -0.1497 -6.2819 -1.1459 0.0 0.0 -0.1 0.004
C -0.0250 -4.9742 -1.5791 0.0 0.0 0.0 -0.092
C 0.0922 -3.9357 -0.6539 -0.1 0.1 0.2 -0.627
S 0.2900 -2.2867 -1.2604 0.3 0.2 -0.4 0.674
C 0.0748 -4.2375 0.7052 0.0 0.0 0.0 -0.107
C -0.0625 -5.5500 1.1322 0.0 0.1 0.1 -0.030
H -0.9770 -7.4983 2.3105 0.0 -0.1 0.0 0.092
H -0.2227 -7.0980 -1.8530 0.0 0.0 0.0 0.129
H -0.0070 -4.7439 -2.6364 0.0 0.0 0.0 0.106
H 0.1821 -3.4393 1.4284 0.0 0.0 0.0 0.085
H -0.0388 -5.7506 2.1981 0.0 0.0 0.0 0.113